1.
{
  "formula": "C23H25N2OYb",
  "method": "ωB97M-V/def2-TZVPD",
  "species": ["C", "C", "C", "H", "C", "C", "H", "C", "C", "C", "H", "C", "C", "H", "H", "H", "H", "H", "H", "Yb", "C", "C", "C", "H", "H", "H", "H", "H", "H", "C", "C", "H", "H", "O", "N", "C", "H", "C", "C", "H", "C", "H", "C", "H", "C", "H", "C", "H", "H", "H", "N", "C"],
  "coordinates": [[1.78, -4.22, 0.09], [0.91, -3.49, 0.94], [0.50, -2.32, 0.25], [0.60, -3.79, 1.94], [1.11, -2.32, -1.03], [1.90, -3.50, -1.13], [0.96, -1.57, -1.80], [3.54, 0.37, 1.68], [2.61, -0.20, 2.60], [1.32, 0.27, 2.25], [2.85, -0.83, 3.46], [1.46, 1.22, 1.19], [2.82, 1.19, 0.78], [-0.23, -1.59, 0.59], [2.45, -3.83, -2.01], [2.24, -5.18, 0.31], [3.22, 1.80, -0.04], [0.38, 0.03, 2.75], [4.63, 0.28, 1.72], [2.81, -2.19, 0.61], [0.52, 2.39, 0.95], [1.15, 3.61, 1.65], [-0.84, 2.13, 1.61], [1.27, 3.44, 2.73], [0.52, 4.50, 1.52], [2.14, 3.83, 1.23], [-0.70, 2.00, 2.70], [-1.33, 1.23, 1.22], [-1.51, 2.99, 1.46], [0.38, 2.81, -0.55], [-0.30, 1.88, -1.55], [1.39, 3.02, -0.94], [-0.19, 3.76, -0.53], [0.30, 1.10, -2.28], [-1.65, 2.02, -1.61], [-2.47, 1.20, -2.49], [-2.06, 2.89, -1.26], [-3.01, -0.01, -1.76], [-2.94, -1.30, -2.32], [-2.47, -1.42, -3.30], [-3.48, -2.39, -1.63], [-3.43, -3.39, -2.08], [-4.10, -2.20, -0.39], [-4.55, -3.05, 0.12], [-4.15, -0.92, 0.18], [-4.61, -0.77, 1.15], [-3.61, 0.17, -0.52], [-3.68, 1.18, -0.10], [-1.86, 0.89, -3.34], [-3.30, 1.82, -2.83], [5.85, -1.73, -1.40], [4.84, -1.77, -0.79]],
  "lowdin_charge": [-0.233, -0.223, -0.213, 0.118, -0.191, -0.216, 0.119, -0.250, -0.267, -0.140, 0.078, -0.234, -0.096, 0.115, 0.121, 0.118, 0.109, 0.096, 0.087, 1.658, -0.494, -0.047, -0.057, 0.096, 0.082, 0.087, 0.084, 0.073, 0.085, -0.054, -0.455, 0.124, 0.119, 0.044, 0.057, -0.131, 0.140, -0.214, -0.039, 0.115, -0.086, 0.103, -0.098, 0.099, -0.084, 0.102, -0.055, 0.109, 0.117, 0.131, -0.104, -0.406],
  "multiplicity": 2,
  "charge": 0,
  "orbital_gap_ev": [6.7, 6.6],
  "molar_mass_g_mol": 518.5,
  "s2": 0.75,
  "energy_ev": -60812.4158
}

2.
{
  "formula": "C23H25N3O3",
  "method": "ωB97M-V/def2-TZVPD",
  "species": ["C", "N", "C", "C", "C", "C", "C", "C", "O", "C", "C", "C", "C", "C", "C", "N", "O", "O", "C", "C", "C", "C", "N", "C", "C", "C", "C", "C", "C", "H", "H", "H", "H", "H", "H", "H", "H", "H", "H", "H", "H", "H", "H", "H", "H", "H", "H", "H", "H", "H", "H", "H", "H", "H"],
  "coordinates": [[-5.28, -2.09, 2.50], [-4.89, -1.05, 3.43], [-5.71, -0.95, 4.62], [-3.71, -0.36, 3.28], [-3.59, 0.97, 3.75], [-2.42, 1.69, 3.54], [-1.31, 1.07, 2.97], [-0.02, 1.83, 2.88], [-0.11, 2.47, 1.61], [0.57, 3.64, 1.40], [0.42, 4.81, 2.18], [1.09, 5.96, 1.77], [2.02, 5.95, 0.73], [2.30, 4.76, 0.06], [1.46, 3.67, 0.32], [1.36, 2.64, -0.71], [0.43, 1.81, -0.69], [2.21, 2.70, -1.63], [1.22, 0.95, 2.97], [2.24, 0.97, 2.01], [3.41, 0.24, 2.21], [3.55, -0.63, 3.31], [4.72, -1.28, 3.54], [4.82, -2.41, 4.45], [5.93, -1.02, 2.78], [2.41, -0.80, 4.15], [1.31, 0.03, 4.02], [-1.44, -0.22, 2.43], [-2.63, -0.92, 2.57], [-5.08, -1.80, 1.46], [-4.75, -3.03, 2.70], [-6.36, -2.23, 2.64], [-5.41, -0.06, 5.20], [-6.76, -0.88, 4.32], [-5.59, -1.85, 5.24], [-4.46, 1.45, 4.21], [-2.37, 2.74, 3.82], [0.03, 2.59, 3.68], [-0.20, 4.80, 3.08], [0.89, 6.90, 2.30], [2.52, 6.86, 0.39], [3.04, 4.63, -0.72], [2.17, 1.54, 1.09], [4.21, 0.36, 1.48], [4.38, -2.16, 5.43], [4.30, -3.30, 4.06], [5.88, -2.64, 4.57], [5.91, -0.02, 2.34], [6.79, -1.10, 3.46], [6.06, -1.76, 1.96], [2.44, -1.54, 4.95], [0.48, -0.01, 4.74], [-0.61, -0.67, 1.89], [-2.74, -1.92, 2.15]],
  "lowdin_charge": [-0.075, -0.223, -0.064, -0.246, -0.018, -0.028, -0.191, -0.237, -0.019, -0.179, 0.016, -0.062, -0.072, 0.011, -0.105, -0.315, 0.092, 0.037, -0.162, -0.008, -0.013, -0.229, -0.207, -0.068, -0.065, -0.015, -0.036, -0.008, -0.013, 0.096, 0.087, 0.080, 0.075, 0.086, 0.090, 0.103, 0.118, 0.150, 0.120, 0.111, 0.108, 0.122, 0.092, 0.097, 0.081, 0.097, 0.081, 0.075, 0.086, 0.097, 0.090, 0.128, 0.131, 0.105],
  "smiles": "CN(C)c1ccc(C(Oc2ccccc2[N+](=O)[O-])c2ccc(N(C)C)cc2)cc1",
  "e_above_lowest_kcal_mol": 172.2,
  "charge": 0,
  "orbital_gap_ev": 6.8,
  "molar_mass_g_mol": 391.5,
  "energy_ev": -34865.0051
}